A:
# C9H13N2O

The ion C9H13N2O with charge +1 (ωB97M-V/def2-TZVPD, the OMol25 dataset).

Output
- Highest occupied orbital energy: -13.0 eV
- Orbital gap: 10.0636 eV
- Net charge: +1
- LUMO energy: -0.107 hartree
- Structure (SMILES): N[C@@H]1Cc2ccccc2[C@@]1([NH3+])O

XYZ file:
```
25
Properties=species:S:1:pos:R:3:nbo_charge:R:1
C 1.243 -2.451 1.614 -0.156
C 2.117 -2.096 0.596 -0.194
C 0.011 -1.828 1.752 -0.189
C 1.775 -1.108 -0.311 -0.206
C -0.337 -0.838 0.854 -0.002
C 0.543 -0.489 -0.168 -0.090
C -1.596 -0.016 0.816 -0.437
C -1.426 0.937 -0.381 -0.100
C -0.026 0.596 -0.989 0.398
N 0.731 1.836 -1.117 -0.782
N -1.391 2.363 -0.046 -0.799
O -0.272 0.190 -2.574 -0.759
H 1.527 -3.223 2.312 0.236
H 3.069 -2.598 0.509 0.236
H -0.663 -2.111 2.544 0.232
H 2.444 -0.834 -1.113 0.228
H -2.465 -0.662 0.692 0.252
H -1.728 0.531 1.751 0.227
H -2.183 0.748 -1.143 0.256
H 1.652 1.805 -0.679 0.435
H 0.822 2.057 -2.111 0.454
H -0.104 2.507 -0.575 0.439
H -1.458 2.544 0.950 0.412
H -2.095 2.905 -0.535 0.421
H -0.192 -0.765 -2.649 0.488
```

B:
# C9H13N2O

The ion C9H13N2O with charge +1 (ωB97M-V/def2-TZVPD, the OMol25 dataset).

Output
- Highest occupied orbital energy: -10.2 eV
- Orbital gap: 6.3479 eV
- Net charge: +1
- LUMO energy: -0.142 hartree
- Structure (SMILES): C1=CO/C(=C/[C@@H]2CC=[NH+]CC2)N1

XYZ file:
```
25
Properties=species:S:1:pos:R:3:nbo_charge:R:1
C -4.255 -0.082 -0.896 -0.080
C -4.621 0.297 0.334 0.053
C -2.408 0.165 0.402 0.509
C 0.046 -0.241 -0.078 -0.223
C -1.151 0.015 0.820 -0.439
C 0.791 1.124 -0.134 -0.414
C 2.227 0.908 -0.601 -0.206
C 2.343 -0.967 0.930 0.292
C 0.932 -1.310 0.637 -0.502
N -2.830 -0.135 -0.896 -0.611
N 3.013 -0.048 0.369 -0.422
O -3.513 0.419 1.157 -0.425
H -4.797 -0.452 -1.705 0.234
H -5.575 0.204 0.716 0.222
H -0.342 -0.486 -1.069 0.215
H 0.311 1.715 -0.878 0.252
H 0.757 1.464 0.837 0.223
H 2.195 0.178 -1.357 0.215
H 2.995 1.741 -0.649 0.244
H 2.853 -1.617 1.615 0.228
H 1.112 -2.230 -0.011 0.290
H -2.193 -0.384 -1.628 0.412
H 0.568 -1.753 1.573 0.282
H 3.960 0.145 0.557 0.434
H -0.840 0.352 1.881 0.216
```

In terms of stability, A leads; the second structure lies 270.2 kJ/mol higher.